No. 1
# C11H16N5NaO2S2

A structure of composition C11H16N5NaO2S2 in a non-equilibrium geometry (ωB97M-V with the def2-TZVPD basis set, the OMol25 dataset).

XYZ file:
```
37
Properties=species:S:1:pos:R:3:forces:R:3
Na 8.551 12.305 1.892 0.389 0.121 -0.375
N 10.286 15.054 2.283 0.558 1.008 -1.106
N 9.562 16.250 2.337 -0.376 0.265 0.099
C 8.244 16.298 2.257 -0.902 -0.011 -0.099
N 7.668 17.537 2.196 0.273 -0.127 0.045
S 7.242 14.932 2.189 0.344 0.034 0.184
H 9.687 14.348 2.615 -0.778 -1.020 0.489
H 11.023 15.180 2.938 0.766 -0.256 0.772
H 10.091 17.043 2.041 0.208 0.387 -0.111
H 8.161 18.356 2.539 -0.229 -0.336 -0.091
H 6.662 17.515 2.274 0.212 0.193 -0.015
N 13.172 13.753 2.696 -2.131 0.619 -0.304
C 13.841 12.560 2.216 -1.867 -0.907 1.746
C 12.820 11.355 2.228 0.018 -0.369 -1.108
C 11.363 11.075 1.635 1.144 0.099 -0.403
O 11.064 9.869 1.656 -0.186 0.510 0.188
O 10.627 12.030 1.245 -0.133 0.416 0.467
H 12.250 13.810 2.223 0.968 0.006 0.152
H 13.671 14.601 2.487 0.212 0.112 -0.164
H 14.409 12.249 3.067 1.131 -0.323 0.385
H 14.533 12.800 1.471 0.625 -0.302 -2.001
H 12.602 11.365 3.267 -0.396 -0.309 1.223
H 13.294 10.382 2.047 0.354 0.457 0.033
S 4.214 10.267 2.196 0.409 0.344 0.109
C 5.374 11.570 2.284 0.062 -0.540 0.438
N 6.611 11.221 2.396 -0.091 -0.080 0.006
C 6.766 9.834 2.410 -0.904 0.152 -0.338
C 7.996 9.162 2.453 -0.287 0.554 -0.137
C 7.973 7.794 2.397 -0.014 0.019 -0.030
C 6.753 7.121 2.351 0.004 -0.705 0.391
C 5.541 7.758 2.332 -0.558 0.508 0.063
C 5.525 9.147 2.314 1.295 0.192 0.139
H 5.066 12.600 2.367 -0.158 0.093 -0.275
H 8.946 9.693 2.468 -0.040 -0.084 -0.034
H 8.903 7.250 2.392 0.081 -0.093 0.032
H 6.741 6.047 2.428 0.108 -0.249 -0.179
H 4.606 7.232 2.394 -0.109 -0.377 -0.194
```
Forces are in eV/Å.

Its total charge is 0. The HOMO energy is -8.074 eV. For the gap between HOMO and LUMO, the calculation gives 8.1 eV. As for the energy above the lowest of the compared OMol25 structures with the same formula, charge and spin: 1.422 eV. Its strongest force on any atom is 0.0528 Eh/bohr.

Per-atom Löwdin charges, elementary charge units: Na 0.3965; N 0.0727; N -0.0635; C -0.8673; N 0.0675; S 0.6397; H -0.0009; H 0.0726; H 0.1518; H 0.1074; H 0.0792; N -0.0307; C -0.2628; C -0.0781; C -0.6636; O -0.0389; O -0.1249; H 0.0345; H 0.0538; H 0.0823; H 0.0797; H 0.0852; H 0.1028; S 1.0627; C -0.4325; N -0.0228; C -0.2783; C 0.0045; C -0.0559; C -0.0835; C -0.0951; C -0.4756; H 0.0654; H 0.0898; H 0.1156; H 0.1048; H 0.1060

No. 2
# C7H17BrN3

A structure of composition C7H17BrN3 in a non-equilibrium geometry (ωB97M-V with the def2-TZVPD basis set, the OMol25 dataset).

XYZ file:
```
28
Properties=species:S:1:pos:R:3:forces:R:3
C 1.005 1.025 -0.014 0.911 -1.325 1.430
C 1.970 3.297 -0.111 -1.430 -0.520 -1.467
C -2.273 1.367 -0.638 -2.086 1.975 -2.533
C -1.961 0.574 1.587 -1.609 -2.243 2.308
C 1.321 -3.471 -0.414 -0.341 -2.270 -0.642
C -0.220 -1.565 0.329 1.318 -0.375 1.282
C -0.677 -0.302 -0.227 0.056 0.440 -2.274
N 1.077 2.149 -0.283 0.299 2.260 -0.391
N -1.756 0.363 0.193 -0.772 0.436 1.650
N 0.790 -2.120 -0.627 3.097 2.019 -1.027
Br 2.935 -0.084 0.181 1.180 -0.510 0.061
H 3.022 3.119 -0.098 0.569 -0.859 0.845
H 1.516 3.887 0.625 0.062 0.723 1.618
H 1.844 3.874 -0.976 -0.241 0.950 -1.443
H -3.433 1.420 -0.620 1.836 -0.290 0.165
H -1.928 2.374 -0.324 -0.037 -0.370 -0.107
H -1.988 1.261 -1.750 -0.321 -0.105 1.842
H -1.584 -0.375 2.147 -0.827 1.857 -0.701
H -1.569 1.452 2.056 1.289 0.727 -0.199
H -3.048 0.758 1.847 0.846 -0.850 -0.642
H 1.265 -3.617 0.636 -0.475 -0.666 0.872
H 0.748 -4.252 -1.026 0.447 1.216 1.234
H 2.383 -3.718 -0.614 -0.407 1.281 -0.470
H -1.061 -2.191 0.310 -1.122 -1.567 0.150
H 0.169 -1.579 1.412 -0.071 0.247 -1.729
H -0.741 -0.251 -1.300 0.633 -0.525 -0.598
H 1.700 -1.389 -0.717 -1.874 -1.411 1.191
H 0.496 -2.006 -1.583 -0.931 -0.244 -0.425
```
Forces are in eV/Å.

Its total charge is +1. The HOMO energy (spin up / spin down) is -8.981 / -13.124 eV. For the gap between HOMO and LUMO (spin up / spin down), the calculation gives 6.5 / 7.2 eV. As for the spin multiplicity: 3. As for the energy above the lowest of the compared OMol25 structures with the same formula, charge and spin: 0.000 eV. Its strongest force on any atom is 0.0746 Eh/bohr.

Per-atom Löwdin charges, elementary charge units: C -0.3367; C -0.0374; C -0.0821; C -0.0512; C -0.0345; C -0.1602; C -0.2863; N 0.0004; N -0.2487; N -0.0963; Br 0.5400; H 0.0803; H 0.0808; H 0.0695; H 0.1312; H 0.0971; H 0.1250; H 0.1251; H 0.0819; H 0.1177; H 0.0806; H 0.1328; H 0.1101; H 0.1244; H 0.1630; H 0.1159; H 0.0058; H 0.1520

No. 3
# C30H31Br30FN4O3S4

A structure of composition C30H31Br30FN4O3S4 in a non-equilibrium geometry (ωB97M-V with the def2-TZVPD basis set, the OMol25 dataset).

XYZ file:
```
103
Properties=species:S:1:pos:R:3:forces:R:3
O -1.259 1.383 2.493 7.762 -2.255 -3.281
S 0.180 1.534 3.071 -0.327 2.493 -0.623
O 0.344 2.714 4.023 4.559 -3.713 -3.896
F 0.466 0.082 3.899 0.109 2.628 -2.094
N 1.197 1.745 1.700 1.019 -0.875 1.464
C 2.572 1.179 1.893 1.419 -0.994 0.079
C 2.916 0.011 0.845 -0.379 0.382 -0.574
C 1.708 -1.005 0.548 0.158 -1.010 1.490
S 1.844 -1.526 -1.229 -0.367 -0.828 0.123
C 0.961 -3.152 -1.503 -1.626 -0.028 -0.626
S -0.340 -3.097 -2.579 2.107 -0.341 1.640
N 1.369 -4.423 -0.869 0.428 2.328 1.941
C 2.760 -4.357 -0.373 4.766 0.109 0.501
C 3.885 -4.386 -1.476 1.431 0.228 3.250
C 5.412 -4.294 -1.113 -2.595 0.089 3.038
C 5.863 -4.173 0.381 -4.459 -0.080 -0.824
C 4.733 -4.134 1.471 -0.276 -0.284 -3.349
C 3.205 -4.229 1.105 2.563 0.057 -2.340
C 0.412 -4.890 0.155 -3.554 -2.691 2.777
C -0.297 -4.005 1.215 -0.856 -2.841 0.098
C -1.342 -4.572 2.250 1.193 -2.441 -2.196
C -1.724 -6.071 2.255 3.132 1.500 -3.141
C -1.015 -6.990 1.200 0.581 3.460 0.193
C 0.028 -6.419 0.170 -1.979 1.675 2.588
C 1.200 3.156 1.203 -1.587 0.563 -1.031
C 1.177 3.093 -0.424 -0.159 -0.940 0.277
S 0.546 4.747 -0.992 -0.828 -0.582 -1.474
C -1.008 4.444 -1.956 -1.225 0.115 -4.137
N -1.554 5.205 -3.065 1.229 -3.908 3.573
N -2.707 4.562 -3.453 0.079 -3.542 3.670
C -2.934 3.422 -2.614 2.334 4.147 -1.410
O -1.874 3.318 -1.658 1.828 -1.047 -6.339
H 3.362 2.009 1.763 -1.334 -1.212 0.283
H 2.722 0.763 2.950 -0.370 0.682 -1.454
H 3.842 -0.545 1.233 -1.481 0.784 -0.809
H 3.186 0.511 -0.155 -0.253 -0.703 1.441
H 0.665 -0.581 0.736 1.509 -0.281 -0.381
H 1.809 -1.937 1.226 -0.040 1.514 -1.093
H 3.593 -4.462 -2.577 0.358 0.088 1.798
H 6.228 -4.320 -1.907 -1.503 0.030 1.061
H 6.965 -4.086 0.697 -1.996 -0.202 -0.663
H 5.090 -4.037 2.564 -0.955 -0.198 -1.902
H 2.436 -4.169 1.941 1.156 -0.251 -1.310
H -0.103 -2.885 1.266 -0.265 -1.746 -0.207
H -1.861 -3.878 3.009 1.096 -1.083 -1.492
H -2.495 -6.524 2.958 1.222 0.858 -1.032
H -1.324 -8.102 1.195 0.788 2.029 -0.202
H 0.453 -7.177 -0.565 -0.454 1.456 1.014
H 0.204 3.628 1.534 1.610 -0.481 -0.567
H 2.078 3.791 1.565 -1.188 -1.045 -0.227
H 0.476 2.258 -0.811 1.085 1.380 0.838
H 2.224 2.897 -0.862 -1.626 0.468 0.668
H -3.811 2.692 -2.680 1.696 1.665 1.029
C -4.557 0.400 -5.577 0.067 -0.341 -0.126
Br -6.092 1.302 -6.348 0.311 -0.106 0.132
Br -3.490 -0.496 -6.926 -0.185 0.187 0.305
Br -3.483 1.600 -4.491 -0.513 -1.125 -1.521
H -4.943 -0.372 -4.912 0.093 0.221 -0.185
C -0.535 -3.822 -6.494 0.021 0.066 0.122
Br -2.119 -4.880 -6.125 0.310 0.182 -0.106
Br 1.062 -4.920 -6.591 -0.358 0.173 -0.007
Br -0.753 -2.725 -8.079 0.067 -0.292 0.224
H -0.403 -3.143 -5.652 -0.043 -0.182 -0.212
C 5.991 0.749 4.638 0.161 0.047 0.092
Br 7.928 0.700 4.569 -0.439 0.002 -0.044
Br 5.296 2.500 4.173 0.140 -0.319 0.074
Br 5.196 -0.654 3.557 0.288 0.198 0.259
H 5.703 0.557 5.670 0.064 0.047 -0.310
C -7.611 -1.237 -9.344 0.038 0.075 0.085
Br -9.193 -2.296 -8.974 0.309 0.183 -0.107
Br -6.017 -2.336 -9.451 -0.346 0.179 -0.017
Br -7.834 -0.134 -10.924 0.041 -0.250 0.292
H -7.475 -0.561 -8.500 -0.016 -0.186 -0.226
C -0.768 -8.528 -7.864 -0.047 0.116 0.087
Br -1.953 -10.046 -8.100 0.256 0.281 0.011
Br 1.076 -9.082 -7.631 -0.348 0.093 -0.083
Br -0.957 -7.236 -9.297 0.054 -0.289 0.245
H -1.070 -8.029 -6.943 0.094 -0.105 -0.250
C -3.598 5.266 1.245 0.334 0.366 0.335
Br -5.456 5.262 0.687 0.376 0.023 0.042
Br -2.418 4.643 -0.178 -4.371 3.181 6.643
Br -3.058 6.998 1.940 -0.186 -0.246 -0.025
H -3.510 4.554 2.066 -0.075 0.195 -0.136
C -2.958 2.782 5.622 0.381 -0.199 0.954
Br -4.815 2.841 5.059 0.302 0.083 0.003
Br -1.790 2.134 4.193 -11.809 2.340 7.193
Br -2.364 4.495 6.329 -0.154 -0.044 -0.021
H -2.897 2.064 6.441 -0.221 0.316 -0.043
C 0.421 9.163 2.177 -0.136 0.072 -0.028
Br 1.421 10.788 1.831 -0.167 -0.357 0.097
Br 1.261 7.613 1.368 -0.154 0.291 0.174
Br 0.102 8.903 4.072 0.345 -0.054 -0.333
H -0.553 9.281 1.703 0.237 -0.068 0.122
C -4.966 10.176 4.013 -0.114 -0.017 0.121
Br -6.168 8.670 3.792 0.250 0.289 0.008
Br -3.121 9.604 4.206 -0.451 0.298 -0.041
Br -5.171 11.478 2.590 0.071 -0.281 0.233
H -5.244 10.672 4.942 0.079 -0.130 -0.271
C 5.838 -1.970 8.048 0.080 -0.118 0.115
Br 4.332 -0.983 7.325 0.176 -0.203 0.218
Br 6.827 -2.893 6.659 -0.194 0.248 0.237
Br 6.990 -0.839 9.123 -0.239 -0.192 -0.294
H 5.431 -2.732 8.711 0.084 0.224 -0.196
```
Forces are in eV/Å.

Its total charge is 0. The HOMO energy is -8.630 eV. For the gap between HOMO and LUMO, the calculation gives 7.1 eV. Its strongest force on any atom is 0.2727 Eh/bohr.

These are the Löwdin partial charges, in e, on atoms 1 to 99: O -0.5926; S 0.7464; O -0.4644; F -0.1960; N -0.2498; C -0.2323; C -0.2288; C -0.4699; S 0.8254; C -0.9777; S 0.6332; N -0.1319; C -0.2078; C 0.0006; C -0.0545; C -0.0689; C -0.0666; C -0.0133; C -0.2025; C -0.0067; C -0.0560; C -0.0724; C -0.0589; C 0.0219; C -0.2354; C -0.3984; S 0.8580; C -0.7019; N 0.0163; N 0.0138; C -0.3138; O -0.4122; H 0.1110; H 0.0759; H 0.0527; H 0.0962; H 0.0757; H 0.0637; H 0.1010; H 0.0850; H 0.0904; H 0.0810; H 0.0904; H 0.0728; H 0.0940; H 0.0868; H 0.0908; H 0.0968; H 0.1118; H 0.1392; H 0.1113; H 0.0940; H 0.0288; C -1.5559; Br 0.5919; Br 0.5382; Br 0.7657; H -0.0206; C -1.5958; Br 0.5477; Br 0.5495; Br 0.5454; H -0.0618; C -1.5991; Br 0.5754; Br 0.5997; Br 0.6019; H -0.1120; C -1.6195; Br 0.5562; Br 0.5402; Br 0.5568; H -0.0730; C -1.6220; Br 0.5596; Br 0.5465; Br 0.5379; H -0.0471; C -1.4772; Br 0.5687; Br 0.9820; Br 0.5278; H -0.0385; C -1.5060; Br 0.5399; Br 0.9326; Br 0.5284; H -0.0304; C -1.6033; Br 0.5747; Br 0.5453; Br 0.5271; H -0.0386; C -1.5927; Br 0.5543; Br 0.4905; Br 0.5612; H -0.0282; C -1.5864

No. 4
# C25H49B3IN3O7

A structure of composition C25H49B3IN3O7 (ωB97M-V with the def2-TZVPD basis set, the OMol25 dataset).

XYZ file:
```
88
Properties=species:S:1:pos:R:3:forces:R:3
C -4.297 1.353 2.469 -0.069 -0.094 -0.103
C -3.133 0.815 1.647 0.083 0.170 -0.229
O -3.043 -0.602 1.712 -0.181 -0.155 0.133
C -2.842 -1.188 0.446 0.063 0.074 0.021
C -2.642 -2.697 0.582 -0.156 -0.065 -0.070
O -1.714 -3.185 -0.369 -0.268 -0.180 -0.013
C -2.249 -3.251 -1.691 0.240 0.228 -0.006
C -1.370 -2.397 -2.603 0.200 0.053 0.063
O -2.055 -1.894 -3.735 -0.149 -0.007 0.201
C -2.662 -0.633 -3.431 0.168 -0.111 -0.056
B -1.597 0.532 -3.400 0.197 0.038 -0.053
O -0.262 0.219 -3.306 -0.036 0.099 -0.464
B 0.678 1.243 -3.305 -0.127 0.200 0.279
C 2.093 1.088 -3.931 0.064 -0.165 0.147
C 2.786 -0.289 -3.758 0.024 0.178 -0.056
C 2.383 -1.078 -2.513 0.220 -0.244 0.020
C 2.658 -0.372 -1.178 -0.271 0.219 0.064
N 3.723 0.634 -1.263 0.060 0.097 0.198
C 3.557 1.728 -0.305 -0.145 -0.003 -0.039
C 5.043 0.080 -1.143 -0.483 -0.250 0.322
C 5.350 -0.743 0.081 0.089 -0.315 0.014
O 5.859 0.277 -1.991 0.620 0.195 -0.563
O 0.249 2.434 -2.716 -0.153 -0.067 -0.241
B -1.106 2.684 -2.642 0.251 -0.043 -0.165
C -1.645 3.791 -1.670 0.104 -0.058 0.108
I -2.002 5.494 -2.936 -0.046 0.045 -0.068
C -0.669 4.147 -0.555 0.077 0.043 0.033
C -0.382 2.925 0.341 0.003 0.092 0.086
O -1.965 1.863 -3.368 -0.227 -0.080 0.599
H -4.614 0.609 3.202 0.096 0.105 0.040
H -4.007 2.276 2.968 -0.092 -0.045 0.051
H -5.153 1.593 1.835 -0.005 -0.123 0.071
H -3.258 1.110 0.596 0.062 0.084 0.110
H -2.182 1.241 1.984 -0.047 -0.059 0.018
H -1.946 -0.773 -0.040 -0.046 -0.008 0.061
H -3.718 -0.966 -0.180 0.114 0.013 -0.123
H -3.600 -3.216 0.448 0.033 -0.003 0.162
H -2.263 -2.939 1.576 0.099 0.123 -0.052
H -2.246 -4.291 -2.026 -0.160 0.008 0.068
H -3.274 -2.867 -1.702 0.013 -0.099 -0.116
H -0.975 -1.578 -1.994 -0.012 -0.077 -0.036
H -0.501 -2.967 -2.943 -0.121 0.009 -0.117
H -3.466 -0.445 -4.145 0.066 -0.056 -0.009
H -3.134 -0.682 -2.436 -0.146 0.078 -0.111
H 2.728 1.894 -3.555 0.008 -0.083 0.005
H 1.960 1.285 -5.005 0.024 0.044 0.047
H 3.864 -0.114 -3.725 -0.080 -0.021 -0.046
H 2.604 -0.914 -4.637 -0.110 0.029 0.073
H 1.322 -1.332 -2.553 0.077 -0.037 0.004
H 2.912 -2.038 -2.523 0.069 0.076 -0.020
H 1.752 0.145 -0.837 0.080 0.122 -0.116
H 2.872 -1.127 -0.414 -0.180 0.284 -0.124
H 4.522 2.188 -0.087 -0.043 0.042 -0.059
H 2.908 2.494 -0.738 -0.012 -0.016 0.051
H 3.113 1.393 0.645 0.080 0.017 -0.003
H 4.786 -1.680 0.053 0.064 0.130 0.014
H 6.413 -0.979 0.086 -0.041 0.089 0.100
H 5.057 -0.220 0.993 0.022 0.005 -0.016
H -2.625 3.531 -1.270 0.008 0.059 -0.074
H 0.261 4.504 -1.004 -0.075 -0.025 0.014
H -1.066 4.966 0.048 -0.028 -0.058 -0.053
H -0.883 2.021 -0.019 0.051 0.041 -0.007
H -0.722 3.097 1.364 -0.037 -0.003 -0.105
H 0.686 2.713 0.380 0.024 -0.079 -0.029
C 0.144 3.641 5.349 -0.016 0.020 0.011
C -1.227 3.923 5.951 0.091 -0.020 -0.018
C -2.373 3.412 5.072 -0.069 0.012 0.106
C -2.398 4.076 3.770 0.155 0.036 -0.026
N -2.361 4.605 2.751 -0.062 0.001 -0.015
H 0.263 4.145 4.388 -0.009 -0.007 -0.008
H 0.936 3.992 6.009 0.007 -0.002 -0.001
H 0.289 2.571 5.190 0.000 -0.004 -0.002
H -1.350 4.995 6.116 -0.023 0.005 -0.002
H -1.313 3.440 6.926 -0.023 -0.008 0.001
H -3.337 3.573 5.556 -0.006 0.004 -0.014
H -2.274 2.337 4.903 0.003 -0.003 -0.031
C 0.056 -5.543 0.842 0.130 -0.026 -0.004
C 1.320 -6.266 0.394 -0.077 0.047 0.015
C 2.597 -5.641 0.971 -0.044 -0.091 -0.057
C 2.802 -4.263 0.517 0.006 -0.052 0.067
N 2.970 -3.186 0.158 -0.022 -0.425 0.114
H 0.053 -4.507 0.506 -0.025 -0.014 0.016
H -0.831 -6.020 0.426 -0.008 0.014 -0.001
H -0.036 -5.553 1.930 0.007 -0.012 0.004
H 1.385 -6.264 -0.696 0.014 -0.002 -0.006
H 1.289 -7.312 0.706 0.049 -0.002 0.014
H 3.475 -6.220 0.681 0.019 0.024 -0.008
H 2.559 -5.638 2.062 -0.005 0.048 0.009
```
Forces are in eV/Å.

Its total charge is 0. The HOMO energy is -8.521 eV. For the gap between HOMO and LUMO, the calculation gives 9.0 eV. Its strongest force on any atom is 0.0167 Eh/bohr.

Per-atom Löwdin charges, elementary charge units: C -0.0523; C -0.2635; O -0.1412; C -0.2020; C -0.1711; O -0.1713; C -0.1561; C -0.1920; O -0.1205; C -0.0507; B -0.4860; O 0.2861; B -0.5104; C -0.0403; C -0.1797; C -0.1731; C -0.1840; N -0.1363; C -0.0682; C -0.4906; C 0.0033; O 0.1214; O 0.2898; B -0.7124; C -0.6045; I 0.9161; C -0.3096; C -0.0756; O 0.2904; H 0.0817; H 0.0341; H 0.0769; H 0.1099; H 0.1041; H 0.1284; H 0.1237; H 0.1281; H 0.1310; H 0.1279; H 0.1230; H 0.1051; H 0.1360; H 0.1315; H 0.1095; H 0.1109; H 0.1227; H 0.0971; H 0.1122; H 0.0840; H 0.1060; H 0.1203; H 0.0521; H 0.0955; H 0.0797; H 0.0860; H 0.0421; H 0.0857; H 0.0855; H 0.0833; H 0.1008; H 0.0887; H 0.0667; H 0.0399; H 0.0603; C -0.1056; C -0.2567; C -0.1909; C -0.2440; N 0.1788; H 0.0704; H 0.0727; H 0.0771; H 0.1125; H 0.1082; H 0.1216; H 0.1184; C -0.1065; C -0.2538; C -0.1808; C -0.1708; N 0.1916; H 0.0560; H 0.0767; H 0.0797; H 0.1121; H 0.1069; H 0.1187; H 0.1214